# 1
{
  "formula": "C22H31BFeN6O",
  "method": "wB97M-V/def2-TZVPD",
  "species": ["H", "H", "H", "H", "N", "C", "N", "C", "C", "H", "H", "H", "H", "C", "H", "C", "C", "H", "C", "C", "N", "C", "C", "C", "H", "H", "C", "H", "C", "H", "B", "H", "H", "H", "H", "H", "H", "N", "H", "H", "N", "Fe", "C", "H", "C", "O", "H", "H", "C", "H", "C", "C", "H", "H", "H", "N", "C", "C", "H", "C", "C", "H"],
  "coordinates": [[2.256404, -3.899564, 1.254579], [3.895989, -0.179798, -0.257342], [4.556208, -1.749081, -0.848660], [-2.486298, -0.537718, 2.500753], [-0.636894, -0.115703, -3.544296], [-0.279993, -0.525962, -4.798275], [-1.808148, 2.000909, -1.395034], [2.291266, -1.191532, 1.721840], [-0.769923, 2.271501, 3.503385], [1.039272, 0.640341, 4.911974], [-1.903387, -1.946497, 1.187100], [-3.688954, -2.272572, -2.770183], [0.400745, 2.963233, -0.218306], [3.082306, -1.052400, 2.877407], [0.780668, 1.387546, -0.995708], [0.481020, 0.075402, 2.880769], [3.186207, -3.392476, 0.920303], [2.153741, -1.960313, -0.305070], [-3.006978, 2.505528, -3.191792], [1.510058, -0.273351, -3.524567], [0.459876, 0.043190, -2.755717], [4.142246, -1.222533, 0.035252], [-0.904151, 0.746301, 3.239337], [-3.095873, -2.647399, -0.615152], [-2.124710, 0.843599, 1.357748], [-0.204517, 1.612248, 0.954428], [0.631693, 1.904734, -0.029341], [-2.861789, -0.212208, -3.902862], [-2.170516, 0.506377, 2.402412], [1.512484, 1.774135, 0.612814], [-2.073381, 0.067397, -3.024801], [-1.725310, 2.675307, 3.905219], [3.932494, -3.449195, 1.741666], [-3.492122, 2.305686, -4.146426], [-1.201209, 0.305530, 4.220628], [-0.529783, 2.860184, 2.599834], [4.932761, -1.190536, 0.815999], [-2.317937, 1.523556, -2.556343], [4.078442, -1.468600, 2.930071], [3.594264, -3.940414, 0.046200], [-2.379740, -0.901661, -1.822902], [-0.622490, 0.723855, -0.131240], [2.877857, -1.937781, 0.537703], [2.519954, -0.217168, -3.111800], [1.105242, -0.642385, -4.830548], [0.225621, -0.802560, 0.553072], [-3.603850, -3.560510, -0.309916], [-1.035774, -0.696800, -5.565248], [-3.155287, -2.013596, -1.857064], [-3.024334, 1.061984, 2.849066], [-2.239166, -1.846679, 0.156526], [0.984904, -0.632193, 1.683934], [-1.894317, 3.873955, -0.415908], [-3.391244, 4.631233, -2.627592], [3.236850, -0.300561, 4.873578], [-1.819115, -0.801332, -0.586455], [-2.941808, 3.662294, -2.415729], [1.352775, 0.154795, 3.994329], [1.728100, -0.938159, -5.674753], [-2.179828, 3.290630, -1.291731], [2.615499, -0.389317, 3.991158], [0.003878, 2.497105, 4.261679]],
  "forces_ev_per_angstrom": [[0.61, 0.17, -0.18], [0.28, -0.49, 0.14], [-0.22, 0.27, 0.51], [0.16, 0.20, -0.52], [-0.13, -1.38, -3.94], [-3.28, 0.96, 2.24], [0.58, 0.05, 0.81], [1.74, -0.72, 0.61], [0.18, 0.29, 0.40], [-0.28, 0.00, -0.22], [-0.18, -0.12, -0.57], [0.16, 0.03, 0.39], [0.50, -0.28, 0.03], [-0.41, -0.42, -1.47], [0.47, 0.11, -0.32], [0.14, 0.47, 1.82], [-0.08, -0.47, 0.20], [0.23, 0.11, 0.66], [0.28, 0.11, 0.43], [-0.21, 0.75, 2.42], [3.02, -0.61, -1.12], [0.28, 0.31, -0.12], [-0.43, 0.11, 0.14], [0.05, 0.25, -0.21], [-0.30, -0.24, 0.30], [1.12, 1.25, -0.18], [3.74, 4.49, 2.22], [0.49, 0.15, 0.13], [-0.47, -0.16, 0.61], [0.22, 0.39, -0.47], [-1.94, -0.02, 0.91], [0.57, -0.39, -0.31], [-0.44, 0.01, -0.51], [0.17, 0.11, 0.39], [0.59, 0.19, -0.56], [-0.05, -0.27, 0.24], [-0.46, 0.00, -0.53], [0.06, 0.06, -0.26], [-0.01, -0.09, -0.29], [-0.25, 0.32, 0.52], [-0.04, -0.50, -0.02], [-7.24, -5.72, -2.55], [-0.13, -0.08, -0.51], [-0.42, -0.06, -0.26], [1.48, -0.17, -0.40], [3.34, 1.51, 4.16], [0.18, 0.41, -0.15], [0.30, 0.03, 0.29], [0.18, 0.00, 0.15], [0.70, -0.10, -0.19], [0.00, 0.40, -0.94], [-2.48, 0.06, -1.31], [-0.14, -0.17, -0.37], [0.18, -0.44, 0.11], [0.01, -0.03, -0.02], [-0.69, -0.04, -0.81], [0.09, -0.37, 0.05], [-1.74, 0.28, -1.24], [-0.21, 0.10, 0.32], [-0.05, -0.38, -0.37], [0.50, -0.11, 0.17], [-0.32, -0.11, -0.48]],
  "max_force_ev_per_a": 9.57,
  "e_homo_ev": [-14.846, -14.828],
  "multiplicity": 5,
  "total_charge": 2
}

***

# 2
{
  "formula": "C22H31BIrN6O",
  "method": "wB97M-V/def2-TZVPD",
  "species": ["N", "H", "C", "C", "H", "C", "H", "H", "C", "H", "C", "C", "N", "C", "C", "H", "H", "H", "C", "H", "C", "H", "C", "O", "H", "H", "H", "H", "C", "H", "H", "C", "H", "N", "C", "C", "C", "H", "H", "N", "H", "C", "H", "H", "C", "B", "H", "N", "C", "Ir", "N", "H", "H", "H", "H", "C", "C", "C", "H", "H", "H", "H"],
  "coordinates": [[0.555098, -1.028878, -2.186188], [-1.999831, 2.882311, 2.195219], [-1.104951, 3.102539, 1.600630], [2.795445, -2.580270, 2.775530], [0.307303, 2.922826, -4.841748], [0.254792, 2.761899, -3.777644], [1.454201, -1.532297, -5.246055], [0.125051, 3.424234, 3.274866], [1.368311, -1.603723, -4.173498], [-0.492670, -3.431225, 2.152994], [-4.015745, -0.620153, -3.369916], [0.824112, -1.050929, 2.890940], [-0.102368, 1.542561, -3.337154], [-0.132056, 1.199993, 4.262917], [-3.028925, -0.313474, -4.296726], [-1.805583, 0.459577, 0.171132], [-0.393570, 0.397379, -5.313628], [3.215515, -3.477940, 2.312407], [0.510525, -1.112571, 4.240501], [0.645432, -2.056334, 4.770012], [0.672298, 0.207652, 2.169373], [-3.039913, -0.206219, -5.370264], [0.470762, 3.569745, -2.677260], [0.872169, 0.273860, 0.887080], [-1.174797, 2.508980, 0.680661], [1.643773, 2.435196, 0.840603], [0.974442, -4.422241, 2.047413], [1.428639, -2.131679, 1.156900], [1.470856, -2.001396, -1.970615], [-0.549912, -2.480788, -0.031827], [-1.284075, -1.400194, 1.197788], [0.168914, 2.783790, 2.381119], [-5.046675, -0.834731, -3.555789], [-0.094820, 1.541464, -1.959246], [-3.408834, -0.599443, -2.110092], [0.035298, -0.006934, 4.933029], [2.004533, -2.384457, -3.212317], [3.459039, -1.734377, 2.574312], [1.664038, -2.349362, -0.964404], [-2.100418, -0.290725, -2.287246], [-2.272681, -1.986906, -0.182129], [0.242270, 2.785693, -1.548838], [2.749145, -3.130641, -3.383580], [0.758892, 4.608576, -2.669023], [1.387281, -2.308499, 2.240248], [-0.456810, 0.264990, -4.123690], [1.401560, 4.171782, 1.273546], [-1.872024, -0.126615, -3.638856], [0.529022, -3.544779, 2.529362], [-0.703870, -0.092930, -0.860308], [0.482200, -0.811890, -3.547941], [-0.519711, 2.060429, 4.810353], [0.287948, 3.017103, -0.494117], [2.752404, -2.736296, 3.860939], [-3.787303, -0.784239, -1.114757], [1.457235, 3.146227, 1.650999], [0.225819, 1.360175, 2.934628], [-1.272904, -1.671422, 0.133608], [-0.192882, -0.081893, 5.995465], [0.480680, -3.745968, 3.607144], [-1.116933, 4.168371, 1.340308], [2.295230, 3.075064, 2.352851]],
  "forces_ev_per_angstrom": [[0.79, -1.26, -0.97], [0.13, 0.11, -0.12], [-0.63, -0.38, -0.34], [0.44, 0.50, 0.34], [0.07, 0.25, 0.04], [-0.37, -0.96, 0.41], [0.15, -0.19, 0.03], [-0.02, -0.15, -0.09], [-0.57, 0.30, 0.90], [0.17, -0.05, 0.10], [-0.30, -0.13, 0.86], [0.99, -0.96, -2.17], [0.40, 0.87, 0.74], [-0.47, -0.59, 2.04], [0.82, 0.10, 0.57], [-0.10, 0.33, 0.13], [0.06, -0.05, 0.27], [-0.18, 0.14, 0.05], [-0.42, 0.04, 1.76], [-0.05, 0.26, -0.11], [0.53, 0.01, -2.63], [-0.19, -0.07, 0.03], [0.24, 0.79, 0.71], [0.17, -0.04, 4.12], [-0.07, 0.16, 0.34], [0.12, 0.40, 0.10], [-0.02, 0.22, 0.11], [0.03, 0.04, 0.36], [-0.21, 0.36, -1.71], [-0.33, -0.13, -0.01], [-0.26, -0.65, -0.08], [0.49, -0.30, 0.90], [-0.23, -0.03, -0.19], [0.11, 1.50, -0.55], [0.51, 0.31, -1.68], [-0.15, 0.15, 0.50], [-0.03, 0.01, 0.72], [0.03, -0.17, 0.05], [0.07, 0.01, -0.27], [-2.32, -0.39, -2.27], [0.27, -0.30, 0.27], [-0.04, -0.29, -1.40], [0.24, -0.18, -0.08], [0.00, -0.06, -0.13], [-0.52, 0.57, -0.39], [-0.23, -0.06, 0.73], [0.04, -0.19, 0.04], [-1.08, -0.23, 0.58], [-0.52, -0.07, 0.12], [1.13, 2.06, -1.04], [0.82, -0.63, 0.60], [0.05, -0.19, -0.14], [0.06, 0.02, -0.52], [0.17, -0.06, -0.19], [-0.11, 0.08, -0.23], [0.35, -0.37, -0.05], [0.18, 1.38, -2.27], [-0.33, -1.67, 1.73], [0.01, 0.02, -0.28], [0.02, -0.12, -0.27], [0.07, -0.24, 0.13], [-0.03, 0.14, -0.20]],
  "max_force_ev_per_a": 4.13,
  "e_homo_ev": [-12.426, -14.471],
  "multiplicity": 6,
  "total_charge": 2
}

***

# 3
{
  "formula": "C22H31BeCl2F6N10O4S2",
  "method": "wB97M-V/def2-TZVPD",
  "species": ["H", "N", "H", "C", "H", "H", "O", "C", "H", "F", "H", "C", "H", "C", "C", "C", "H", "Cl", "H", "C", "C", "H", "H", "H", "H", "O", "H", "H", "H", "F", "N", "S", "H", "H", "H", "C", "H", "C", "H", "Cl", "N", "H", "O", "C", "N", "F", "F", "C", "C", "H", "H", "O", "N", "F", "N", "C", "C", "H", "H", "H", "H", "C", "C", "N", "C", "H", "H", "C", "C", "C", "H", "N", "N", "S", "C", "N", "Be", "F"],
  "coordinates": [[0.305993, -2.432979, -0.953367], [-1.664927, 0.417471, 5.850133], [2.801903, -1.914679, 1.915153], [-1.573247, 0.844021, 4.735463], [-2.532467, -3.387009, -1.943727], [2.006443, -3.425579, 2.394913], [0.668153, -1.459619, 0.029353], [-1.449897, 1.383751, 3.385093], [4.049933, 0.238671, 1.809893], [-1.960737, -1.223179, -0.148527], [6.194663, -2.710229, -0.773257], [1.297803, 1.858551, 2.130673], [4.853283, 1.438961, 1.000463], [-4.225957, 1.405661, 1.207063], [-0.656107, 3.228841, -4.007407], [-2.822687, -1.299819, -2.093847], [-4.339607, 0.959691, -1.174387], [-3.030987, 4.350631, -2.182717], [-1.167337, 1.140391, -4.038417], [2.964793, -0.415249, -1.156087], [6.122223, -0.205589, 1.507323], [-4.182647, -2.806269, -1.630747], [-0.755597, -2.230179, -2.347237], [-2.282267, 2.257971, -4.826417], [-3.229097, 1.844131, 1.253223], [-1.196027, 1.914261, -1.884697], [4.712483, -1.634259, -0.866287], [-0.689057, 2.160801, 3.458723], [-4.860107, 2.038321, 1.828103], [-1.503367, 0.401101, 1.216253], [0.676823, 1.206581, -0.465227], [1.470813, -0.259739, 0.103473], [2.412603, 1.286401, 3.705493], [-2.332227, 2.201421, -3.133537], [-4.010497, 1.647631, -2.689977], [1.604233, 0.828161, 3.135713], [-2.463947, 1.652101, 3.088823], [0.813913, -1.666569, 2.680363], [-3.020117, -2.542119, -0.384117], [-5.775707, 2.797081, -1.717737], [1.028033, -4.772719, -3.030477], [5.740003, -1.663099, 0.579183], [-0.274957, -0.272519, -2.303897], [4.840833, 0.351141, 1.068333], [1.041943, 2.688111, 1.319413], [2.437393, -0.441519, -2.396007], [3.671493, -1.468629, -0.851807], [-1.861497, 0.091991, -0.015247], [-4.211587, 0.123421, 1.926623], [-2.212377, 2.359731, -1.297577], [-4.643177, 1.283931, 0.207463], [2.152663, -0.117749, 1.375873], [-0.019057, -1.061159, 3.229373], [3.692903, 0.642701, -1.080287], [3.891183, -4.115659, 0.860563], [-3.169817, 2.862781, -1.162107], [5.353073, -2.261089, -0.245927], [-1.194137, 0.607571, 2.663823], [-3.286057, 3.153171, -0.117947], [0.886973, -1.716439, -2.515917], [0.719723, 0.688611, 3.757233], [0.663253, -3.753439, -2.583357], [1.852003, -2.448839, 1.936393], [-2.615807, -0.231479, -2.553337], [4.520013, -3.276049, 0.375243], [1.622933, -2.609839, 0.882963], [1.915053, -0.109989, 2.675973], [-3.123897, -2.605119, -1.467337], [0.262083, -2.473269, -2.041737], [-4.253217, 1.929051, -1.665287], [4.588713, -0.073669, 0.096703], [7.133673, -0.629269, 1.883763], [0.168893, 4.068761, -4.085767], [-0.558177, 0.747591, -1.319517], [-1.629827, 2.124561, -3.963497], [-4.288247, -0.874139, 2.436593], [1.028703, 2.791131, -0.441897], [-3.101117, 0.571871, -0.154527]],
  "forces_ev_per_angstrom": [[-0.44, -1.69, -2.44], [0.48, 1.98, -5.04], [-0.08, -0.67, 0.68], [-0.40, -2.17, 5.10], [-0.05, -0.05, 0.24], [-0.05, 0.15, 0.17], [0.00, 6.02, 1.17], [-0.62, -0.40, 1.11], [0.64, -0.72, -0.05], [2.53, 1.96, 2.57], [0.09, -0.21, 0.27], [-0.51, 2.26, -1.04], [0.64, 0.12, -0.36], [-2.35, 1.29, 3.77], [2.08, 1.69, -0.23], [-0.67, 2.31, -2.44], [-0.90, 1.16, -1.18], [-0.15, -0.20, 0.64], [-0.05, 0.34, 0.03], [-4.84, 1.22, -2.26], [1.28, 0.77, 1.36], [-0.03, -0.18, -0.34], [0.37, -0.55, -0.15], [0.20, -0.05, -0.56], [-0.80, 0.28, 0.15], [7.75, -1.67, 2.74], [9.42, -2.37, 0.01], [-0.67, 0.50, -0.42], [-0.31, 0.25, -0.10], [0.70, -0.41, -2.42], [2.02, -1.98, 0.01], [1.90, -1.45, -0.35], [0.13, 0.10, 0.47], [0.36, 0.09, -1.69], [-0.26, 0.21, -0.04], [-0.25, 3.70, 3.26], [0.29, 0.92, 0.11], [-1.81, -1.22, 0.48], [-0.31, -0.92, -0.76], [-1.00, -0.05, 0.11], [-0.84, 2.35, 1.04], [0.23, -1.00, -0.68], [0.87, 3.21, 2.35], [0.59, 0.38, 0.80], [1.49, -1.23, 1.36], [1.02, -0.36, 0.93], [-13.73, 2.83, -1.97], [-0.60, -0.97, -0.55], [-0.39, 3.12, -1.72], [-3.23, 1.80, 1.54], [-0.74, 0.79, 1.72], [0.78, 0.59, -8.81], [1.40, -2.80, -1.29], [-0.17, 2.04, -1.21], [0.31, 0.71, -0.35], [-1.55, 0.79, 0.83], [4.76, -2.61, 1.48], [0.51, 0.70, 2.63], [-0.43, 0.46, -0.35], [-0.08, -0.97, 0.38], [0.45, 0.39, 0.30], [0.87, -3.00, -1.08], [0.30, -1.31, 1.47], [-1.93, -4.33, 0.95], [0.25, -1.36, 0.11], [0.11, -0.76, 1.35], [-0.62, 1.63, 3.34], [-1.36, -0.27, -0.97], [-0.21, -2.14, -1.73], [-0.40, 0.84, -1.84], [1.22, 0.46, 2.35], [-1.24, 0.67, -0.41], [-2.20, -2.45, 0.63], [-3.63, -2.03, -4.54], [-1.40, 0.92, -2.75], [0.09, -3.09, 1.54], [-0.85, -1.15, 2.77], [6.01, -3.21, -2.25]],
  "de_lowest_ev": 12.542,
  "max_force_ev_per_a": 14.15,
  "e_homo_ev": -12.956,
  "total_charge": 1
}